{
  "formula": "C4H6N2O",
  "method": "the ωB97M-V functional and the def2-TZVPD basis",
  "species": ["C", "C", "O", "C", "N", "C", "N", "H", "H", "H", "H", "H", "H"],
  "coordinates": [[-1.2399, -0.2552, -0.7447], [-0.6239, -0.5096, 0.9817], [0.7056, -0.9950, 0.9842], [1.3014, -0.1546, 0.1018], [1.0747, -0.4223, -1.1048], [1.7332, 1.1223, 0.6715], [2.0889, 2.1438, 1.0836], [-0.8527, -0.0025, -1.7871], [-1.7602, -1.1779, -0.9509], [-1.8553, 0.6107, -0.5517], [-1.1713, -1.1822, 1.6904], [-0.6494, 0.5081, 1.4010], [1.2489, 0.3144, -1.7750]],
  "atomic_forces_ev_per_a": [[-1.0, -0.3, 1.6], [-0.8, 0.4, -1.8], [0.5, 0.2, 0.1], [-0.2, 0.0, -0.7], [1.8, -0.2, 0.1], [0.6, 0.8, 0.1], [-0.4, -1.0, -0.4], [0.6, -0.3, 1.9], [-0.8, 0.0, 0.2], [-1.0, -0.2, 0.2], [-0.1, 0.4, -1.3], [0.0, -0.2, -0.1], [0.7, 0.2, 0.0]],
  "nbo_charge": [-0.651, -0.063, -0.497, 0.437, -0.541, 0.180, -0.259, 0.234, 0.216, 0.197, 0.217, 0.168, 0.363],
  "relative_energy_kj_mol": 451.6,
  "e_tot_ha": -340.622903,
  "total_charge": 0,
  "smiles": "[H]/N=C(\\C#N)OCC",
  "gap_ev": 10.146,
  "max_force_ev_per_a": 2.1
}

=====

{
  "formula": "C4H6N2O",
  "method": "the ωB97M-V functional and the def2-TZVPD basis",
  "species": ["N", "C", "C", "N", "C", "O", "C", "H", "H", "H", "H", "H", "H"],
  "coordinates": [[1.2360, 1.9076, 0.3387], [0.4731, 0.7754, -0.0190], [-0.4165, 0.6525, -1.0542], [-0.9512, -0.6330, -0.9920], [-0.3921, -1.2938, 0.0491], [-0.8066, -2.5601, 0.3165], [0.5177, -0.4771, 0.6718], [0.7973, 2.7610, 0.0141], [1.3299, 1.9687, 1.3461], [-0.7306, 1.3556, -1.8122], [-1.6121, -1.0394, -1.6329], [-0.6513, -2.7179, 1.2555], [1.1884, -0.7580, 1.4721]],
  "atomic_forces_ev_per_a": [[-0.1, 0.0, 0.0], [-0.2, -0.1, -0.1], [0.1, 0.2, 0.1], [0.0, -0.2, 0.1], [0.0, 0.3, -0.1], [0.1, 0.0, 0.1], [0.0, 0.0, 0.0], [0.1, -0.1, 0.0], [0.0, 0.0, -0.1], [0.1, -0.1, 0.1], [0.1, 0.1, 0.1], [0.0, -0.1, -0.2], [-0.2, 0.1, 0.0]],
  "nbo_charge": [-0.805, 0.110, -0.177, -0.533, 0.452, -0.672, -0.442, 0.367, 0.366, 0.208, 0.416, 0.490, 0.219],
  "relative_energy_kj_mol": 93.7,
  "e_tot_ha": -340.759235,
  "total_charge": 0,
  "smiles": "Nc1c[nH]c(O)c1",
  "gap_ev": 8.160,
  "max_force_ev_per_a": 0.3
}

=====

{
  "formula": "C4H6N2O",
  "method": "the ωB97M-V functional and the def2-TZVPD basis",
  "species": ["N", "C", "C", "O", "N", "C", "C", "H", "H", "H", "H", "H", "H"],
  "coordinates": [[-1.8309, 0.7871, -0.0427], [-0.4234, 0.5347, -0.1117], [0.0243, -0.8359, 0.1127], [-0.6927, -1.9673, 0.2428], [1.3540, -0.8362, -0.0401], [1.7824, 0.5007, -0.2707], [0.7541, 1.4175, -0.3287], [-2.1897, 0.7654, -0.9953], [-2.0019, 1.7425, 0.2758], [-1.6291, -1.6962, 0.2663], [1.9437, -1.6479, 0.1159], [2.8499, 0.6597, -0.3746], [0.0594, 0.5759, 1.1502]],
  "atomic_forces_ev_per_a": [[0.0, 0.2, -0.7], [1.0, -0.4, 4.5], [0.6, -0.3, -1.2], [0.0, 0.6, 0.2], [-0.7, -0.1, 0.1], [0.0, 0.4, -0.2], [0.5, -0.4, -0.5], [-0.1, 0.0, 0.1], [0.2, -0.3, 0.0], [0.3, -0.1, 0.1], [-0.2, 0.3, -0.1], [-0.2, 0.0, 0.1], [-1.4, 0.2, -2.3]],
  "nbo_charge": [-0.848, -0.113, 0.463, -0.645, -0.528, -0.212, -0.350, 0.371, 0.390, 0.509, 0.422, 0.205, 0.335],
  "relative_energy_kj_mol": 471.9,
  "e_tot_ha": -340.615189,
  "total_charge": 0,
  "gap_ev": 8.019,
  "max_force_ev_per_a": 4.6
}

=====

{
  "formula": "C4H6N2O",
  "method": "the ωB97M-V functional and the def2-TZVPD basis",
  "species": ["C", "C", "C", "C", "H", "H", "H", "H", "H", "H", "N", "N", "O"],
  "coordinates": [[-0.9424, -0.2598, 0.1956], [-0.3993, 0.2275, -1.1467], [1.6373, 0.3471, -0.2237], [1.2390, 0.1528, 0.9869], [-2.6868, 0.6063, -0.0214], [-0.7853, 1.3411, -1.0129], [-1.2222, -0.1446, -1.8913], [2.5787, 1.0898, -0.2331], [1.8842, 0.2738, 1.8833], [-0.4033, -0.4328, 2.1046], [-2.1905, -0.1603, 0.7132], [-0.1124, -0.7156, 0.9627], [0.9435, 0.0740, -1.4290]],
  "atomic_forces_ev_per_a": [[-8.7, 3.2, -3.3], [-5.6, 2.0, -0.2], [3.6, 3.5, -2.3], [-2.6, -3.6, 0.1], [1.0, -2.9, 2.2], [1.5, -1.4, -0.7], [2.4, 0.2, 0.6], [-1.9, -2.0, -1.0], [-1.2, -0.1, -0.7], [0.2, -2.0, -4.3], [0.8, 3.4, -4.9], [9.6, -0.4, 12.4], [0.8, 0.2, 2.1]],
  "nbo_charge": [0.397, -0.157, 0.089, -0.132, 0.302, 0.191, 0.242, 0.206, 0.249, 0.401, -0.735, -0.577, -0.476],
  "relative_energy_kj_mol": 557.7,
  "e_tot_ha": -340.582508,
  "total_charge": 0,
  "smiles": "[H]/N=C1\\COC=CN1",
  "gap_ev": 9.313,
  "max_force_ev_per_a": 15.7
}

=====

{
  "formula": "C4H6N2O",
  "method": "the ωB97M-V functional and the def2-TZVPD basis",
  "species": ["C", "C", "C", "C", "H", "H", "H", "H", "H", "H", "N", "N", "O"],
  "coordinates": [[-2.6414, 0.5940, -0.0904], [-1.6752, -0.2298, -0.0387], [0.3539, -1.2150, -0.0530], [2.6963, 0.8174, 0.1557], [-3.6076, 0.4145, 0.2045], [-2.3716, 1.7425, -0.2568], [-1.9868, -1.3578, 0.3271], [-0.3241, -2.0782, 0.2249], [3.0172, 1.9493, -0.1932], [3.3770, 0.3293, 1.0266], [1.6436, -0.9837, -0.2122], [1.9657, 0.0973, -0.5611], [-0.4470, -0.0798, -0.5333]],
  "atomic_forces_ev_per_a": [[0.5, 6.4, -0.5], [-0.7, -5.4, 0.5], [1.6, 2.6, -2.0], [4.1, 2.6, 1.1], [-1.9, -0.7, 0.7], [-0.7, -2.6, -0.1], [0.9, 2.6, -0.9], [1.9, 0.8, -0.3], [-1.0, -3.2, 0.8], [-2.1, 1.2, -1.5], [-6.3, -11.7, 3.8], [2.4, 9.6, -3.4], [1.1, -2.2, 1.9]],
  "nbo_charge": [-0.479, 0.142, 0.287, -0.124, 0.212, 0.200, 0.136, 0.213, 0.192, 0.166, -0.237, -0.219, -0.488],
  "relative_energy_kj_mol": 616.5,
  "e_tot_ha": -340.560116,
  "total_charge": 0,
  "smiles": "C=CO/C=N\\N=C",
  "gap_ev": 9.257,
  "max_force_ev_per_a": 13.9
}

=====

{
  "formula": "C4H6N2O",
  "method": "the ωB97M-V functional and the def2-TZVPD basis",
  "species": ["O", "C", "N", "C", "C", "C", "N", "H", "H", "H", "H", "H", "H"],
  "coordinates": [[1.5662, 2.1207, 0.3327], [0.8855, 1.1389, 0.1773], [1.2782, -0.1720, 0.3511], [0.4145, -1.1372, -0.3000], [-0.7589, -0.2272, -0.6776], [-1.4434, 0.3966, 0.4655], [-0.4595, 1.1609, -0.3033], [2.2399, -0.3574, 0.5830], [0.1354, -1.9510, 0.3858], [0.8759, -1.5939, -1.1834], [-1.1402, -0.1871, -1.6855], [-2.4741, 0.7347, 0.3998], [-1.1197, 0.0738, 1.4547]],
  "atomic_forces_ev_per_a": [[-0.2, -0.3, 0.2], [0.3, 0.2, 0.2], [0.2, 0.2, 0.0], [0.0, 0.1, -0.1], [0.1, 0.0, -0.2], [-0.2, 0.0, 0.2], [0.3, 0.3, -0.1], [-0.1, 0.0, 0.0], [-0.1, 0.2, -0.2], [0.0, 0.2, 0.1], [-0.5, -0.9, 0.1], [0.3, 0.1, 0.0], [-0.1, -0.1, -0.2]],
  "nbo_charge": [-0.578, 0.772, -0.644, -0.228, -0.108, -0.237, -0.435, 0.411, 0.199, 0.197, 0.228, 0.217, 0.205],
  "relative_energy_kj_mol": 132.1,
  "e_tot_ha": -340.744597,
  "total_charge": 0,
  "smiles": "O=C1NC[C@H]2CN12",
  "gap_ev": 10.707,
  "max_force_ev_per_a": 1.0
}

=====

{
  "formula": "C4H6N2O",
  "method": "the ωB97M-V functional and the def2-TZVPD basis",
  "species": ["C", "C", "N", "O", "C", "N", "C", "H", "H", "H", "H", "H", "H"],
  "coordinates": [[-1.7654, -0.2291, 0.2271], [-0.4156, 0.1541, -0.3548], [-0.3970, -0.1362, -1.8144], [0.7076, -0.3959, -2.2232], [0.9043, 0.1578, 0.3314], [1.8493, -0.6700, 0.8639], [0.3706, 1.3262, 0.1338], [-2.0905, -1.2214, -0.1029], [-1.7246, -0.2204, 1.3196], [-2.5262, 0.4922, -0.0924], [2.6828, -0.1948, 1.1850], [2.0709, -1.4587, 0.2706], [0.3338, 2.3961, 0.2562]],
  "atomic_forces_ev_per_a": [[0.0, 0.0, 0.0], [-0.2, -0.1, 0.0], [0.6, 0.0, -0.1], [-0.6, 0.1, 0.1], [-0.2, 0.2, -0.1], [0.1, 0.1, -0.1], [0.2, -0.1, 0.1], [0.1, 0.1, 0.1], [0.0, 0.0, -0.2], [0.1, -0.1, 0.0], [-0.1, 0.0, 0.0], [-0.1, 0.0, 0.1], [0.0, -0.2, 0.0]],
  "nbo_charge": [-0.632, -0.044, 0.152, -0.301, 0.225, -0.796, -0.275, 0.216, 0.221, 0.219, 0.386, 0.395, 0.234],
  "relative_energy_kj_mol": 478.5,
  "e_tot_ha": -340.612643,
  "total_charge": 0,
  "smiles": "C[C@@]1(N=O)C=C1N",
  "gap_ev": 8.801,
  "max_force_ev_per_a": 0.6
}

=====

{
  "formula": "C4H6N2O",
  "method": "the ωB97M-V functional and the def2-TZVPD basis",
  "species": ["C", "C", "C", "C", "N", "N", "O", "H", "H", "H", "H", "H", "H"],
  "coordinates": [[2.2169, -0.0874, -0.0940], [-0.2096, 1.1064, 0.9659], [-0.3881, 0.1139, -0.0341], [-1.4788, -0.8912, -0.3768], [3.1198, 0.5557, 0.2251], [1.1852, -0.7621, -0.3508], [-0.3358, 1.4296, -0.4391], [-0.9707, 1.4916, 1.5592], [0.8351, 1.2884, 1.3043], [-1.7455, -1.3230, 0.5954], [-0.9324, -1.4924, -1.0722], [-2.2491, -0.4730, -0.9399], [0.9531, -0.9567, -1.3428]],
  "atomic_forces_ev_per_a": [[2.9, 2.2, 0.5], [2.5, 0.6, 0.0], [2.0, -1.0, -0.7], [2.6, 0.8, 1.3], [0.5, 0.3, 0.2], [-7.1, -1.2, -1.5], [-0.2, -0.8, -0.5], [-1.4, 0.3, 1.0], [-0.9, -0.2, 0.1], [-0.2, -0.5, -0.8], [-0.3, -1.4, -0.1], [-1.5, 1.0, -0.4], [1.1, 0.0, 0.8]],
  "nbo_charge": [0.394, -0.145, 0.453, -0.652, -0.403, -0.707, -0.459, 0.196, 0.221, 0.245, 0.226, 0.239, 0.392],
  "relative_energy_kj_mol": 374.4,
  "e_tot_ha": -340.652301,
  "total_charge": 0,
  "smiles": "C[C@]1(NC#N)CO1",
  "gap_ev": 10.334,
  "max_force_ev_per_a": 7.4
}